## 1
DFT (ωB97M-V with the def2-TZVPD basis set) results for 2 unconnected molecules or ions with the total composition CH3N2OS.

XYZ file:
```
8
Properties=species:S:1:pos:R:3
C -1.05 -0.37 0.67
N -0.06 -1.18 0.43
N 2.35 -1.76 -0.58
O 2.99 -1.09 -1.40
S 3.13 -2.97 0.32
H -1.12 0.28 1.58
H 0.64 -0.80 1.10
H -2.08 -0.56 0.29
```

Total charge   -1

## 2
DFT (ωB97M-V with the def2-TZVPD basis set) results for 2 unconnected molecules or ions with the total composition CH3N2OS.

XYZ file:
```
8
Properties=species:S:1:pos:R:3
C 2.64 0.90 -0.07
N 1.43 0.93 -0.22
N 0.32 0.43 -0.16
O -2.22 -2.06 0.10
S -1.09 1.06 0.39
H -1.61 -1.37 -0.08
H -2.80 -1.43 0.51
H 3.33 1.54 -0.47
```

Total charge   -1

Which structure above is the least stable? It is 2.